Record 1
{
  "formula": "C20H16N2O6",
  "method": "ωB97M-V with the def2-TZVPD basis set",
  "species": ["N", "O", "H", "C", "C", "C", "H", "H", "C", "C", "H", "O", "C", "C", "N", "H", "C", "H", "H", "H", "C", "O", "C", "C", "H", "C", "C", "H", "H", "C", "O", "C", "H", "O", "H", "H", "C", "H", "O", "C", "H", "C", "C", "C"],
  "coordinates": [[1.142, -0.742, 0.489], [-2.255, -0.355, -0.622], [4.841, 1.928, 0.542], [-0.181, 0.575, 3.886], [-0.213, -2.721, -2.203], [-1.024, 1.114, -2.033], [-0.458, 2.036, -2.043], [-0.364, -2.712, -0.107], [0.009, 0.852, 2.538], [-1.218, -3.770, -2.462], [-2.300, -5.060, -1.578], [-0.257, 2.077, -4.626], [-0.768, 0.999, -4.464], [1.885, 0.351, 0.959], [-0.928, 1.223, 0.336], [0.675, 0.579, 4.545], [1.361, 1.124, 2.008], [-1.817, -0.454, -3.202], [1.725, 2.743, 3.347], [-3.505, -0.016, 3.888], [-1.268, 0.475, -3.176], [1.726, -0.710, -1.713], [1.077, -1.183, -0.803], [-2.362, 0.537, 2.174], [0.449, -1.100, 1.134], [3.377, 2.445, 2.015], [2.129, 2.155, 2.536], [-3.203, 0.526, 1.500], [0.241, -2.278, -3.079], [-1.103, 0.858, 1.683], [-1.620, -4.406, -1.353], [0.103, -2.288, -0.983], [3.521, 0.063, -0.381], [-1.648, -4.041, -3.553], [-0.159, 1.853, 0.152], [3.958, 3.255, 2.429], [-1.439, 0.267, 4.373], [-0.606, 0.473, -6.292], [-0.953, 0.123, -5.456], [3.872, 1.700, 0.957], [-1.569, 0.044, 5.422], [-1.485, 0.577, -0.732], [-2.524, 0.234, 3.513], [3.137, 0.652, 0.435]],
  "lowdin_charge": [0.144, 0.081, 0.106, -0.025, 0.030, 0.039, 0.129, 0.123, -0.138, -0.525, 0.134, 0.109, -0.528, -0.175, 0.139, 0.119, -0.137, 0.124, 0.119, 0.106, 0.035, 0.083, -0.468, -0.001, 0.146, -0.080, -0.027, 0.116, 0.130, -0.183, 0.106, 0.027, 0.111, 0.112, 0.150, 0.103, -0.079, 0.134, 0.118, -0.069, 0.103, -0.473, -0.069, 0.001],
  "orbital_gap_ev": 8.45,
  "charge": 0,
  "smiles": "O=C(O)/C=C/C(=O)Nc1ccccc1-c1ccccc1NC(=O)/C=C/C(=O)O",
  "de_lowest_kcal_mol": 0.0
}

Record 2
{
  "formula": "C8H10OS",
  "method": "ωB97M-V with the def2-TZVPD basis set",
  "species": ["C", "C", "H", "C", "O", "H", "H", "H", "H", "C", "H", "H", "C", "C", "C", "S", "H", "H", "H", "C"],
  "coordinates": [[-0.739, -0.947, 1.073], [3.138, 1.184, -0.810], [0.036, -0.959, 1.827], [2.244, 2.078, -1.276], [-1.591, 0.167, -0.918], [4.158, 1.069, -0.967], [-2.216, 0.408, -0.233], [-1.402, -2.426, -0.501], [-2.032, -1.228, 2.802], [-0.424, -0.339, -0.275], [-2.316, 0.219, 1.742], [2.334, 3.162, -1.690], [-0.497, -1.831, -0.158], [-2.067, -0.874, 1.741], [0.804, 1.649, -1.168], [2.298, -0.295, -0.375], [-2.880, -1.475, 1.202], [0.384, -2.393, -0.069], [0.025, 2.455, -1.234], [0.745, 0.378, -0.712]],
  "lowdin_charge": [-0.268, -0.394, 0.130, -0.188, 0.013, 0.034, 0.072, 0.142, 0.091, -0.496, 0.089, 0.128, -0.035, -0.079, -0.091, 1.033, 0.108, 0.068, 0.128, -0.486],
  "orbital_gap_ev": 9.50,
  "charge": 0,
  "smiles": "C[C@H]1C[C@]1(O)c1cccs1",
  "de_lowest_kcal_mol": 25.4
}

Record 3
{
  "formula": "C4H18CrN4O6",
  "method": "ωB97M-V with the def2-TZVPD basis set",
  "species": ["H", "C", "H", "H", "H", "N", "C", "H", "H", "O", "C", "O", "N", "O", "O", "H", "H", "Cr", "H", "O", "H", "H", "H", "O", "H", "N", "C", "H", "H", "H", "H", "N", "H"],
  "coordinates": [[1.234, -0.637, 3.608], [0.708, -2.368, -1.268], [-1.835, 1.939, 3.826], [2.029, -3.864, -1.725], [-2.442, 3.233, 2.738], [-0.286, -3.061, -1.864], [1.876, -0.054, 2.925], [-2.853, -0.881, -0.885], [2.720, -0.768, 2.819], [-2.265, -0.151, -0.670], [-1.684, 2.441, 2.860], [-1.654, 1.621, 1.754], [1.938, -2.935, -1.366], [0.519, -1.263, -0.757], [0.199, 1.625, -0.890], [2.722, -2.571, -0.853], [-2.474, -1.663, 1.670], [-0.574, 0.178, 0.691], [-0.024, 2.871, -3.815], [-1.509, -1.630, 1.712], [-2.330, 0.457, -1.415], [2.623, 1.697, -1.689], [2.164, 2.346, -3.232], [1.298, 0.240, 1.712], [-1.235, -2.530, 1.927], [-0.253, 2.316, -3.017], [0.597, 1.938, -2.006], [-1.213, 2.251, -2.724], [2.315, 0.812, 3.434], [-0.296, -4.017, -2.160], [-1.177, -2.604, -1.949], [1.912, 2.008, -2.326], [-0.751, 3.026, 2.937]],
  "mulliken_spin": [-0.002, 0.002, 0.001, 0.000, -0.002, 0.001, 0.005, 0.004, -0.001, 0.010, 0.007, 0.012, 0.001, 0.005, 0.012, 0.000, 0.005, 3.920, 0.000, -0.020, 0.001, -0.001, 0.000, 0.008, 0.012, 0.002, 0.013, 0.000, 0.002, 0.000, 0.000, 0.002, 0.000],
  "orbital_gap_ev": [5.50, 5.83],
  "s2": 6.012,
  "charge": 0,
  "de_lowest_kcal_mol": 17.1,
  "spin_multiplicity": 5
}

Record 4
{
  "formula": "C3H3I3O",
  "method": "ωB97M-V with the def2-TZVPD basis set",
  "species": ["C", "I", "H", "C", "O", "I", "H", "C", "H", "I"],
  "coordinates": [[-1.434, 1.821, -0.162], [1.208, -0.899, -0.667], [1.480, -3.875, 2.024], [-2.231, 2.339, 0.528], [0.855, 0.198, 2.069], [2.275, -4.732, 0.799], [-3.191, 2.588, 1.077], [0.276, -0.513, 1.293], [-0.520, 1.676, -0.789], [-1.493, -1.509, 1.639]],
  "lowdin_charge": [-0.082, 0.673, -0.285, -0.029, -0.111, 0.302, 0.064, -1.395, 0.016, 0.848],
  "orbital_gap_ev": 8.79,
  "charge": 0,
  "de_lowest_kcal_mol": 48.6
}